1.
Below is a molecular structure, C61H46NO3P3SSiSn at a distorted geometry, with properties calculated with ωB97M-V/def2-TZVPD.

Geometry as XYZ:
```
117
Properties=species:S:1:pos:R:3:forces:R:3
Sn 0.633604 -0.692802 0.786778 0.742 -0.428 0.797
C 5.696501 3.323589 -1.566969 -0.035 -0.028 0.085
C 4.624279 2.971196 -2.372812 -0.038 0.036 -0.076
C 3.446675 2.524125 -1.806193 0.032 -0.130 0.067
C 3.338539 2.418817 -0.421591 -0.252 -0.592 0.095
C 4.421750 2.746780 0.385933 -0.013 -0.087 0.128
C 5.593766 3.211278 -0.189442 0.044 0.058 -0.081
P 1.733952 1.857137 0.282933 0.089 1.023 0.032
C 1.794510 2.526699 1.979187 0.005 -0.283 -0.081
C 2.298000 1.630933 2.924164 0.121 -0.220 -0.267
C 2.337233 1.966004 4.265083 0.044 0.074 0.111
C 1.855908 3.200340 4.676480 0.074 -0.109 0.006
C 1.374451 4.100252 3.739336 0.019 0.127 -0.049
C 1.357135 3.778677 2.390296 0.127 0.010 0.132
C 0.636012 2.892096 -0.764937 0.051 -0.171 -0.123
C 1.001493 4.229165 -0.904727 -0.034 -0.076 0.001
C 0.302435 5.085511 -1.733653 -0.061 -0.037 -0.011
C -0.754254 4.602450 -2.485783 0.028 0.155 0.004
C -1.121516 3.278651 -2.369159 -0.076 -0.510 0.154
C -0.450338 2.402225 -1.504413 -0.009 -0.452 0.286
Si -1.293502 0.701841 -1.509286 -0.278 -0.524 -1.106
C -3.096446 0.398316 -1.022633 0.465 0.208 0.125
C -4.126031 1.105292 -1.642580 0.285 -0.010 -0.020
C -5.448644 0.786632 -1.388466 -0.046 -0.039 -0.010
C -5.762259 -0.233401 -0.504088 0.048 0.054 -0.018
C -4.749886 -0.929375 0.135887 0.059 -0.055 0.003
C -3.418280 -0.618353 -0.117738 0.365 0.153 -0.222
P -2.074564 -1.530217 0.712130 -1.418 -0.599 -0.908
C -2.773763 -1.759133 2.389875 0.502 0.177 0.047
C -2.530182 -2.918636 3.122089 0.087 -0.075 -0.086
C -3.117834 -3.088765 4.364755 0.031 -0.122 0.032
C -3.961233 -2.118682 4.880489 0.041 0.057 -0.043
C -4.168952 -0.946532 4.172636 -0.024 0.013 -0.003
C -3.562231 -0.750891 2.944569 0.016 0.020 0.006
C -2.170720 -3.205795 -0.017963 0.651 0.368 0.132
C -1.101097 -4.038092 0.305281 0.132 0.156 0.192
C -1.091509 -5.356792 -0.105605 -0.127 -0.145 0.079
C -2.140758 -5.845166 -0.869991 0.071 0.038 0.067
C -3.172259 -5.002511 -1.252599 -0.065 0.036 -0.007
C -3.191244 -3.681519 -0.833862 -0.078 0.153 0.047
C -0.969239 -0.486840 -2.972864 0.130 0.569 0.734
C -2.019939 -0.672091 -3.877193 -0.159 0.004 0.174
C -1.822636 -1.381405 -5.046937 -0.015 0.058 -0.074
C -0.578854 -1.921577 -5.337411 0.021 0.010 0.057
C 0.460551 -1.777482 -4.437380 0.015 0.170 0.014
C 0.268652 -1.071879 -3.252636 0.001 0.194 0.196
P 1.598924 -0.929798 -2.019853 -0.402 -0.621 -1.110
C 3.017806 -0.600679 -3.129695 -0.071 0.300 0.285
C 4.268695 -1.168121 -2.926214 -0.036 -0.019 0.053
C 5.307093 -0.878602 -3.796353 0.067 0.016 -0.036
C 5.108972 -0.014300 -4.860214 0.024 -0.034 0.072
C 3.864416 0.563551 -5.056923 -0.079 0.077 -0.090
C 2.822622 0.282158 -4.193665 0.024 -0.057 0.120
C 1.870221 -2.668160 -1.537379 0.030 0.101 0.157
C 1.228490 -3.761656 -2.104635 0.062 0.142 -0.097
C 1.568755 -5.044030 -1.707944 0.129 -0.032 -0.048
C 2.521329 -5.245861 -0.723231 -0.084 -0.019 -0.041
C 3.123907 -4.157567 -0.111102 0.082 -0.001 0.053
C 2.796062 -2.877506 -0.514866 0.103 0.064 -0.028
H 6.608607 3.688085 -2.012109 0.100 0.051 -0.047
H 4.697393 3.066537 -3.443624 0.031 -0.017 -0.169
H 2.601157 2.266665 -2.431697 0.062 0.078 -0.050
H 4.355775 2.652911 1.461421 -0.023 0.061 0.019
H 6.422229 3.507866 0.435955 0.058 -0.046 0.078
H 2.661740 0.651058 2.596702 -0.067 0.241 0.190
H 2.733554 1.268572 4.986535 0.030 -0.093 0.065
H 1.864155 3.459719 5.726057 0.005 0.025 0.029
H 1.007152 5.063916 4.061270 -0.002 0.081 0.001
H 0.972495 4.488136 1.678609 -0.068 0.064 -0.013
H 1.856695 4.601659 -0.357846 0.049 0.032 -0.040
H 0.591723 6.121719 -1.804262 0.041 0.121 -0.020
H -1.292108 5.249500 -3.160406 -0.044 0.067 -0.075
H -1.933289 2.910050 -2.975801 -0.261 -0.009 -0.184
H -3.895625 1.909611 -2.324892 -0.060 0.143 -0.077
H -6.232795 1.338707 -1.882553 -0.091 0.064 -0.020
H -6.793872 -0.476090 -0.299618 -0.080 -0.027 0.008
H -4.992043 -1.711366 0.844601 -0.044 0.025 -0.020
H -1.902596 -3.702129 2.719641 -0.008 -0.016 0.025
H -2.924143 -3.986739 4.932627 -0.005 -0.098 -0.030
H -4.456391 -2.272051 5.826929 0.008 -0.023 0.112
H -4.817039 -0.182012 4.570476 -0.067 0.125 0.059
H -3.721604 0.175239 2.414318 -0.096 -0.033 -0.025
H -0.272569 -3.637586 0.896581 -0.111 -0.239 -0.105
H -0.275620 -6.002525 0.176431 0.060 -0.073 0.038
H -2.155038 -6.881989 -1.166283 0.019 -0.113 -0.075
H -3.977976 -5.380380 -1.864235 -0.051 -0.011 -0.057
H -3.999278 -3.029001 -1.132188 -0.057 -0.033 -0.018
H -2.991310 -0.249862 -3.670679 -0.150 -0.001 -0.008
H -2.636582 -1.499402 -5.743428 -0.121 -0.007 -0.091
H -0.418714 -2.456125 -6.260189 -0.015 -0.098 -0.095
H 1.431517 -2.199873 -4.651626 0.052 -0.070 -0.049
H 4.434872 -1.852318 -2.107024 0.045 -0.032 -0.006
H 6.271286 -1.338347 -3.647420 0.109 -0.039 0.033
H 5.921248 0.209940 -5.533801 0.076 0.000 -0.078
H 3.702359 1.229466 -5.891456 -0.010 0.065 -0.065
H 1.849565 0.728511 -4.356956 -0.005 0.056 -0.042
H 0.470293 -3.620138 -2.859655 -0.032 -0.069 -0.022
H 1.088974 -5.885893 -2.182068 -0.058 -0.105 -0.017
H 2.787722 -6.247606 -0.424469 0.035 -0.112 0.029
H 3.856723 -4.309175 0.665876 0.081 -0.009 0.086
H 3.281096 -2.020750 -0.055034 0.069 -0.069 0.073
O -1.043094 3.240665 1.249860 -0.260 0.358 0.504
S -1.734807 2.174359 1.907107 -0.150 0.495 -0.741
O -3.030679 1.883658 1.364380 -0.280 0.126 0.512
N -0.800396 0.810534 1.816827 -0.435 0.751 -0.406
C -0.511463 0.350148 3.024697 0.421 -0.620 0.741
O 0.192150 -0.668042 3.151835 0.096 -0.213 -0.062
C -1.035121 1.142905 4.127192 -0.248 0.277 0.673
C -0.884739 0.873299 5.477537 -0.100 0.136 -0.286
C -1.434389 1.774740 6.375155 0.050 -0.069 0.046
C -2.100460 2.907527 5.927273 -0.082 0.102 -0.166
C -2.263798 3.168802 4.567930 -0.168 0.160 -0.038
C -1.723849 2.264001 3.685882 0.338 -0.597 -0.247
H -0.360294 -0.011528 5.798791 0.087 -0.113 0.047
H -1.344036 1.593268 7.435303 0.008 0.025 0.090
H -2.510139 3.600054 6.645771 -0.051 0.073 0.066
H -2.799191 4.039602 4.222840 -0.044 0.105 0.016
```
Forces are in eV/Å.

**Net charge**: +2
**HOMO energy**: -12.636 eV
**HOMO-LUMO gap**: 0.1929 Ha
**M**: 1112.83 g mol⁻¹

2.
Below is a molecular structure, C61H47BMgNO2P3Si at a distorted geometry, with properties calculated with ωB97M-V/def2-TZVPD.

Geometry as XYZ:
```
117
Properties=species:S:1:pos:R:3:forces:R:3
Mg 13.047930 14.784316 13.511206 -0.522 0.197 0.477
C 6.073731 11.009706 13.895102 -0.867 0.918 -0.440
C 5.923148 11.840053 12.772668 2.656 1.093 1.085
C 7.051825 12.601130 12.326957 -0.783 -1.584 -0.908
C 8.306188 12.362381 12.884668 0.050 0.587 0.279
C 8.363170 11.608558 14.051645 1.589 -0.355 0.896
C 7.285392 10.943431 14.568912 -0.584 -0.097 -0.865
P 9.860275 13.266148 12.491663 -0.165 -0.616 -0.566
C 10.762278 12.386799 11.125803 -1.239 -0.043 0.679
C 10.933704 11.000559 11.077214 -0.942 -0.170 1.424
C 11.914024 10.440430 10.296998 0.250 -1.028 -0.619
C 12.683212 11.224374 9.427720 -0.260 0.098 1.261
C 12.457859 12.601931 9.460370 -0.421 -0.599 -0.218
C 11.460089 13.192851 10.270659 1.980 -0.157 -0.919
C 9.213253 14.714733 11.622342 0.847 1.603 0.188
C 8.598376 14.775979 10.382338 -0.810 -1.186 -0.886
C 7.974375 15.930049 9.870100 1.338 -0.467 1.181
C 8.193330 17.106520 10.607396 0.382 -0.717 -0.372
C 9.064711 17.134203 11.726236 -1.445 -1.631 -0.936
C 9.535635 15.931620 12.282967 -0.128 0.253 0.360
Si 10.742600 15.848021 13.817862 -0.469 0.026 -0.402
C 9.796869 15.131395 15.380410 0.225 0.810 -1.225
C 8.400875 15.251178 15.511519 0.066 -0.575 0.376
C 7.784783 15.022907 16.747688 1.042 -0.067 -0.115
C 8.576446 14.679332 17.832342 1.661 -0.407 -0.412
C 9.991747 14.553141 17.681423 -0.837 -0.015 1.513
C 10.612999 14.746912 16.468592 -0.810 0.917 -0.576
P 12.412630 14.545397 16.203469 -0.309 -0.654 0.414
C 13.183034 15.436250 17.606422 0.146 0.165 -0.078
C 13.242825 16.820500 17.343582 0.807 0.130 1.624
C 13.823032 17.714647 18.249197 0.185 -1.215 0.229
C 14.390918 17.194464 19.450330 -0.568 0.698 -1.925
C 14.386629 15.835500 19.645798 0.284 -0.987 0.927
C 13.781871 14.932448 18.774334 -0.551 1.467 -0.984
C 12.535993 12.721649 16.450625 2.989 0.380 -0.873
C 13.882546 12.187974 16.299576 -2.538 -1.273 0.345
C 14.001749 10.770476 16.283731 1.043 1.144 0.374
C 12.881829 9.954670 16.379238 -0.444 1.398 0.297
C 11.587221 10.534138 16.505942 1.461 -2.391 -0.273
C 11.434197 11.887347 16.478095 0.445 0.355 0.656
C 11.111658 17.683274 14.337199 0.368 -0.468 -0.718
C 10.147553 18.468049 14.950237 -0.697 -1.366 1.019
C 10.397754 19.738287 15.391737 -0.032 1.591 -0.626
C 11.618544 20.322494 15.057267 -0.303 1.572 0.552
C 12.560583 19.598756 14.360906 1.772 0.836 -0.046
C 12.363272 18.286992 14.035866 -0.872 -1.542 -0.171
P 13.649939 17.302990 13.130421 -0.410 1.383 -0.005
C 15.182300 18.393664 13.268889 -0.863 -1.512 -0.391
C 15.830956 18.443374 14.489308 0.597 0.077 1.789
C 17.133779 18.955659 14.576777 -0.471 0.259 -0.593
C 17.792211 19.407335 13.442541 -0.778 -0.626 -0.278
C 17.144129 19.275906 12.218502 -0.198 0.101 -0.207
C 15.854947 18.766362 12.110327 -0.304 0.400 0.102
C 12.947883 17.474660 11.406117 0.740 -0.261 -0.009
C 12.214417 18.599855 10.989384 0.114 -0.422 -0.736
C 11.745232 18.672425 9.671461 0.255 -0.935 -0.853
C 11.964021 17.569611 8.775585 -0.027 1.746 3.070
C 12.676733 16.484206 9.236639 -0.142 -0.651 -1.559
C 13.205434 16.421475 10.497573 0.062 1.704 0.680
H 5.160956 10.585836 14.289920 0.122 -0.396 0.136
H 4.978262 12.112653 12.394383 -1.041 -0.233 -0.551
H 6.967512 13.205345 11.408964 -0.088 -0.126 0.783
H 9.298299 11.518359 14.660322 -0.617 0.296 -0.946
H 7.433966 10.380251 15.458070 -0.229 -0.417 0.621
H 10.275940 10.401176 11.759853 0.890 0.331 -0.723
H 12.110180 9.353790 10.328260 -0.291 0.642 0.024
H 13.491974 10.708040 8.902700 -0.282 0.648 -0.160
H 13.054410 13.194953 8.808707 0.339 0.674 -0.356
H 11.385725 14.279018 10.282265 -0.168 -0.243 0.008
H 8.569757 13.822802 9.813160 -0.226 0.688 0.243
H 7.429083 15.869013 8.923956 0.128 0.279 0.461
H 7.695417 17.969085 10.207538 0.106 0.697 0.242
H 9.241781 18.043603 12.223077 0.296 1.109 0.463
H 7.732769 15.415198 14.658192 0.572 0.328 0.098
H 6.730008 15.151720 16.859784 -0.542 -0.123 0.023
H 8.170636 14.388090 18.782606 -0.312 0.287 0.316
H 10.598167 14.347960 18.591114 -0.484 -0.070 -0.710
H 12.882775 17.291106 16.461068 -0.515 -0.204 -0.887
H 13.864222 18.741731 17.883220 0.109 -0.052 0.759
H 14.881297 17.833056 20.146291 0.253 0.422 0.418
H 14.888577 15.407799 20.528731 -0.318 0.372 -0.368
H 13.757427 13.900680 19.018761 0.042 -0.832 -0.004
H 14.740779 12.841442 16.207397 -0.009 0.004 0.055
H 15.019841 10.303555 16.305844 -1.034 0.505 -0.308
H 13.101330 8.908792 16.425364 -0.518 -0.566 -0.015
H 10.762612 9.836280 16.651767 -0.058 0.401 -0.161
H 10.478886 12.321165 16.622319 -0.833 0.247 -0.079
H 9.209395 17.980812 15.259972 0.259 0.310 -0.414
H 9.586745 20.357363 15.796478 0.484 -0.378 0.216
H 11.821971 21.395317 15.317494 -0.209 -1.190 -0.247
H 13.542576 20.023206 14.071840 -0.797 0.114 0.372
H 15.418380 18.058474 15.469060 0.068 0.382 -1.455
H 17.652131 18.999478 15.508190 0.055 -0.103 0.619
H 18.801352 19.776429 13.480356 0.178 0.132 0.084
H 17.647968 19.574251 11.326099 0.301 0.199 -0.496
H 15.296836 18.700056 11.165891 0.637 0.023 0.251
H 12.072348 19.434813 11.662109 -0.113 -0.046 0.081
H 11.237403 19.568803 9.270938 0.275 -0.571 0.507
H 11.588653 17.647285 7.808487 -0.500 -0.114 -1.552
H 12.876494 15.663994 8.539453 -0.007 0.238 0.213
H 13.979423 15.701561 10.655361 0.039 -0.737 0.689
N 16.762786 15.196914 14.465114 0.714 1.641 2.294
C 16.996839 15.876911 15.404286 -0.429 -1.486 -1.588
H 16.650320 14.693687 13.616941 -0.294 -0.382 -0.678
O 15.677809 13.638423 12.158281 0.841 0.478 -0.015
B 14.475105 13.307733 12.773937 -0.978 0.956 0.155
O 14.339542 11.945392 12.808889 -1.159 -1.078 0.713
C 15.445864 11.402207 12.307728 2.524 -0.006 -1.461
C 15.843322 10.086559 12.088459 -0.540 0.170 0.441
C 17.066154 9.843298 11.497202 1.100 1.353 -0.528
C 17.887574 10.897879 11.094285 0.630 0.411 -0.290
C 17.536325 12.245343 11.328078 -0.104 -0.538 -0.773
C 16.301683 12.460178 11.894727 -0.037 -1.576 0.154
H 15.269714 9.225341 12.352466 -0.673 -0.148 0.320
H 17.463430 8.868434 11.308965 -0.312 -0.616 0.045
H 18.824629 10.677894 10.534613 -0.758 0.194 0.659
H 18.129187 13.067601 10.927353 -0.053 -0.194 0.291
```
Forces are in eV/Å.

**Net charge**: 0
**HOMO energy**: -6.606 eV
**HOMO-LUMO gap**: 0.2627 Ha
**M**: 982.18 g mol⁻¹